[1]
Below is C7H6S3 in the gas phase in a non-equilibrium geometry, with properties calculated with ωB97M-V/def2-TZVPD.

Geometry as XYZ:
```
16
Properties=species:S:1:pos:R:3:forces:R:3
C 1.120996 2.323440 -0.928318 1.205 2.037 0.580
C 0.532975 1.140222 -0.704681 1.090 0.880 3.375
C -0.215705 0.319866 -1.556689 -0.869 -0.076 -3.743
S -0.463899 0.585219 -3.188947 0.048 -0.140 1.697
C -0.545735 -0.918200 -0.862085 -0.530 -1.964 -1.111
S -1.268522 -2.197157 -1.537690 -0.211 0.178 -0.040
C 0.040244 -0.968195 0.493245 1.273 -0.256 0.174
C -0.945692 -1.352430 1.533318 -0.032 2.602 1.500
C 0.562686 0.396503 0.701153 1.529 1.106 -1.536
S 1.014313 0.950298 2.130704 0.257 0.629 0.109
H 1.854867 2.761146 -0.142598 -1.603 -0.910 -1.145
H 0.970595 3.036779 -1.806111 0.145 -1.686 0.953
H 0.788349 -1.844366 0.553745 -0.458 1.712 -0.394
H -1.661538 -0.559514 1.795028 -0.182 -0.278 -0.744
H -0.476955 -1.514642 2.472261 0.603 -0.753 0.644
H -1.306977 -2.158968 1.047664 -2.265 -3.081 -0.320
```
Positions in Å, forces in eV/Å.

Computed properties:
relative energy (zero: lowest compared OMol25 entry of this formula, charge and spin)	1.171	eV
HOMO energy	-8.75	eV
2S+1	1
frontier orbital gap	6.24	eV

***

[2]
Below is a molecular structure, C28H28N7OS2Ta in a non-equilibrium geometry, with properties calculated with ωB97M-V/def2-TZVPD.

Geometry as XYZ:
```
67
Properties=species:S:1:pos:R:3:forces:R:3
Ta -0.706952 0.288517 -0.432530 -0.137 -0.763 -0.870
C 0.068065 3.176534 4.691691 0.018 -0.005 -0.034
C 0.705372 3.027754 3.461944 0.037 0.072 0.046
C 0.123198 2.258737 2.476476 -0.166 -0.155 -0.162
C -1.101637 1.620429 2.715438 0.260 0.290 0.416
C -1.745404 1.781244 3.953486 -0.128 -0.192 -0.194
C -1.159559 2.560062 4.928076 0.027 0.014 0.024
N -1.683914 0.848158 1.688015 0.463 -0.560 -1.179
N -2.833467 0.409171 1.884271 -0.060 0.306 0.501
C -3.448625 -0.319905 0.887725 -0.149 -0.213 -0.224
C -4.714771 -0.798542 1.145551 -0.029 0.098 0.133
C -5.373259 -1.538551 0.165237 0.064 0.006 -0.074
C -4.720627 -1.760903 -1.036816 -0.135 0.015 0.084
C -3.452109 -1.243820 -1.226919 0.073 0.062 -0.130
N -2.798337 -0.522859 -0.289387 0.495 0.014 -0.036
H 0.528767 3.778083 5.464573 -0.016 0.002 0.005
H 1.649681 3.524024 3.283838 -0.008 0.009 -0.008
H 0.592973 2.172707 1.506431 0.051 0.072 0.046
H -2.690152 1.287911 4.130151 -0.003 0.037 0.076
H -1.656348 2.689454 5.880210 0.009 -0.021 0.005
H -5.165632 -0.575990 2.103461 -0.011 -0.034 0.004
H -6.370238 -1.924150 0.338394 0.005 -0.004 0.021
H -5.188707 -2.326772 -1.831100 0.029 0.011 -0.025
H -2.938705 -1.404897 -2.163032 0.004 -0.001 0.012
S -0.296434 -1.402578 -2.162016 -0.252 1.266 0.516
C 0.046148 -2.459314 -0.789065 0.020 -0.107 0.411
C 0.384362 -3.791485 -0.882590 -0.029 -0.010 -0.109
C 0.612870 -4.480027 0.304951 -0.027 0.075 0.057
C 0.516505 -3.811914 1.523990 0.003 -0.024 -0.035
C 0.162909 -2.478461 1.534494 -0.039 0.080 0.137
N -0.071194 -1.818562 0.387161 -0.514 1.171 -0.303
H 0.446416 -4.269635 -1.851600 0.016 -0.050 0.032
H 0.851298 -5.536398 0.282839 0.039 0.010 -0.021
H 0.701580 -4.324156 2.458296 -0.029 -0.003 0.002
H 0.054725 -1.921682 2.456749 -0.002 0.005 -0.002
C 5.068946 -4.157417 -2.380250 0.139 -0.090 0.058
C 4.445879 -2.962798 -1.742527 -0.120 0.030 0.042
C 3.919009 -1.918434 -2.524744 -0.044 0.073 -0.033
C 3.335003 -0.812663 -1.948681 0.087 -0.013 -0.089
C 3.277421 -0.734719 -0.550288 -0.129 0.247 0.184
C 3.776965 -1.766307 0.256491 -0.018 -0.004 0.166
C 4.355826 -2.862505 -0.346465 0.053 -0.051 -0.006
S 2.677989 0.663555 0.280656 0.613 -0.560 -0.393
C 3.405207 2.038290 -0.589624 -0.144 0.247 -0.072
O 1.103798 0.780766 -0.230507 -0.901 0.221 0.048
H 5.066213 -4.097374 -3.465137 -0.014 -0.005 0.001
H 4.556719 -5.070920 -2.069025 -0.068 0.029 -0.037
H 6.100518 -4.282258 -2.041919 0.017 0.100 -0.014
H 3.992759 -1.969524 -3.603781 -0.017 -0.059 0.004
H 2.935253 -0.027528 -2.578495 0.047 0.006 -0.014
H 3.751141 -1.685874 1.337538 -0.001 -0.009 -0.005
H 4.774071 -3.647667 0.271518 0.002 0.002 -0.004
H 3.457498 1.853251 -1.659235 -0.058 -0.053 0.007
H 4.415429 2.135414 -0.181907 -0.017 -0.089 0.062
H 2.839836 2.943293 -0.368174 0.005 -0.022 0.082
N -2.593596 5.641271 -1.014641 -0.059 0.034 -0.009
C -2.360292 4.447161 -1.542283 0.061 -0.253 -0.102
C -1.820457 3.359848 -0.806090 -0.078 0.224 0.269
N -1.582509 2.198243 -1.417063 0.711 -1.380 0.877
C -1.844521 2.046736 -2.727379 0.029 -0.182 -0.114
C -2.402307 3.116494 -3.424949 0.022 0.089 0.120
N -2.654833 4.265718 -2.842812 -0.049 0.156 -0.128
H -2.459434 5.859369 -0.041661 0.047 -0.039 -0.002
H -2.985037 6.362653 -1.605774 -0.014 -0.026 -0.022
H -1.608481 3.447286 0.252442 0.034 -0.062 -0.007
H -1.617503 1.101608 -3.208599 -0.048 -0.025 0.015
H -2.655307 3.022848 -4.475032 0.028 -0.012 -0.004
```
Positions in Å, forces in eV/Å.

Computed properties:
charge	+4
relative energy (zero: lowest compared OMol25 entry of this formula, charge and spin)	0.985	eV
HOMO energy	-19.35	eV
2S+1	1
frontier orbital gap	4.91	eV

***

[3]
Below is a molecular structure, C23H22Br2N4O10P2S2Ti in a non-equilibrium geometry, with properties calculated with ωB97M-V/def2-TZVPD.

Geometry as XYZ:
```
66
Properties=species:S:1:pos:R:3:forces:R:3
Ti -1.409002 0.457570 -0.045687 0.778 -1.357 -0.649
O -0.314174 2.737704 1.426398 0.050 0.212 0.124
P -1.124253 3.400604 0.201885 -0.211 -0.255 -0.306
O -0.549209 4.661532 -0.241863 -0.149 -0.031 -0.075
O -1.265767 2.199667 -0.782627 -0.072 0.891 0.477
O -2.610378 3.544071 0.820479 0.120 0.114 0.108
P -3.387752 2.401342 1.652180 0.183 -0.663 -0.650
O -2.795013 2.477094 3.127665 0.199 0.035 0.101
O -4.831744 2.563891 1.583397 -0.060 0.044 -0.028
O -2.749149 1.067069 1.120081 -0.413 1.016 0.681
H 0.338571 3.374349 1.742368 0.115 -0.074 0.102
H -3.333462 3.051658 3.681958 -0.098 0.018 0.091
N -0.648492 -0.170695 2.202848 -0.463 0.046 -0.243
N -0.217846 -1.352170 2.826611 0.010 0.102 -0.226
C 0.110078 -2.498787 2.168680 0.275 -0.085 0.265
N 0.172682 -3.555035 3.030525 0.032 -0.058 -0.259
S 0.568323 -2.638525 0.584542 -0.240 -0.227 0.202
H 0.010328 0.576732 2.402097 -0.016 -0.007 -0.016
H -1.560381 0.057962 2.593248 0.060 0.067 -0.003
H -0.533948 -1.438000 3.779636 0.016 -0.049 -0.015
H -0.364339 -3.564156 3.880654 -0.060 0.005 0.020
H 0.371292 -4.442762 2.602950 -0.017 0.005 0.018
Br -5.948730 -2.786920 -3.880841 0.006 0.009 0.000
C -5.532345 -3.081772 -2.056112 0.036 0.022 0.061
C -6.273333 -3.993727 -1.323822 -0.009 -0.028 0.086
C -5.957610 -4.203371 0.014654 -0.022 -0.006 -0.044
C -4.918386 -3.506201 0.608159 -0.131 -0.035 -0.046
C -4.185926 -2.595830 -0.142330 0.114 -0.074 -0.061
C -4.486667 -2.381793 -1.480897 0.059 -0.015 -0.092
C -3.069907 -1.865483 0.527461 0.248 0.502 -0.815
O -2.901031 -1.909116 1.717180 0.206 0.007 0.375
O -2.293918 -1.153618 -0.325077 -0.768 -0.608 0.712
H -7.085981 -4.533192 -1.791568 0.017 0.008 0.011
H -6.530357 -4.917721 0.592289 0.001 0.017 -0.025
H -4.663538 -3.652591 1.648548 -0.005 0.003 -0.011
H -3.903475 -1.682788 -2.063375 -0.022 -0.011 0.036
Br -3.888373 1.384613 -2.230512 -0.048 -0.003 0.105
C -2.369308 0.691579 -3.104427 0.011 -0.215 0.154
C -2.344288 0.717699 -4.484139 0.061 -0.052 -0.141
C -1.264414 0.131892 -5.119429 -0.056 0.038 -0.170
C -0.271263 -0.465857 -4.364408 0.056 -0.031 0.005
C -0.376255 -0.433486 -2.989169 -0.093 0.015 0.115
N -1.409676 0.145702 -2.362097 0.029 0.319 0.044
H -3.154578 1.174167 -5.032309 0.011 0.003 0.008
H -1.209962 0.137819 -6.200752 0.009 -0.011 0.022
H 0.580730 -0.943742 -4.826253 -0.011 0.002 0.013
H 0.377012 -0.865355 -2.346325 0.019 0.000 0.016
C 9.296057 2.530567 2.040787 -0.011 -0.058 -0.124
C 7.874359 2.149740 1.689116 0.248 0.066 -0.013
O 6.970432 2.239382 2.467968 -0.206 -0.077 -0.086
S 7.709957 1.570034 -0.007572 0.148 0.068 0.159
C 5.973545 1.267079 -0.095805 -0.274 -0.020 0.046
C 5.124563 2.243393 -0.607886 -0.003 -0.010 -0.007
C 3.759082 2.015934 -0.668959 0.068 0.040 0.003
C 3.228567 0.810055 -0.210573 -0.231 -0.043 0.018
C 4.083897 -0.171562 0.293922 0.066 -0.012 0.013
C 5.448403 0.055968 0.346816 0.016 0.016 -0.006
C 1.808465 0.584342 -0.224378 0.328 0.008 -0.018
C 0.622814 0.329986 -0.188904 0.120 0.428 -0.077
H 9.590802 1.978367 2.932540 -0.014 -0.006 -0.010
H 9.313983 3.593470 2.281368 -0.014 -0.001 -0.010
H 9.998393 2.329768 1.232604 -0.033 0.001 0.021
H 5.535656 3.183753 -0.951757 -0.001 -0.011 0.008
H 3.090908 2.773842 -1.058131 0.025 -0.007 0.002
H 3.661790 -1.104920 0.645186 0.016 0.010 -0.003
H 6.113514 -0.701242 0.741168 -0.008 0.003 0.002
```
Positions in Å, forces in eV/Å.

Computed properties:
relative energy (zero: lowest compared OMol25 entry of this formula, charge and spin)	1.292	eV
HOMO energy	-8.08	eV
2S+1	1
frontier orbital gap	7.29	eV